Density functional theory data (wB97M-V/def2-TZVPD) for a 3-piece molecular cluster, C2H12NO2 overall at a distorted geometry.

Each line ends with the Mulliken charge.
Positions of all 17 atoms, in Å:
C (-0.10972, -2.23745, -0.36646)  -1.200
C (-0.72106, -1.13903, 0.44490)  -0.248
N (-0.27492, 0.21778, -0.06157)  -0.240
H (-0.55457, -3.21187, -0.16221)  0.350
H (-0.35249, -2.14911, -1.43190)  0.358
H (0.96872, -2.30502, -0.26451)  0.364
H (-1.81202, -1.13842, 0.46767)  0.304
H (-0.50953, -1.17042, 1.51588)  0.328
H (0.57349, 0.18767, -0.64229)  0.369
H (-0.13485, 0.80406, 0.75189)  0.375
H (-1.03028, 0.61501, -0.64340)  0.268
H (-3.07879, 1.11369, -1.87938)  0.331
H (-1.73815, 1.80411, -2.12935)  0.341
O (-2.14376, 0.97260, -1.90295)  -0.703
H (4.04091, 2.16152, 2.69178)  0.332
H (3.58995, 2.97094, 1.42213)  0.324
O (3.28708, 2.50392, 2.18977)  -0.652

Force components x, y, z for each atom (eV/Å):
C -0.391 -0.686 -0.865
C -0.392 0.009 0.678
N -0.057 -0.302 0.230
H 0.140 0.079 0.579
H 0.136 0.457 0.053
H 0.105 0.006 0.150
H 0.014 0.024 -0.639
H 0.624 -0.144 -0.197
H -0.166 -0.138 0.478
H 0.340 0.466 -0.033
H -0.262 0.012 -0.243
H -0.981 0.186 -0.022
H -0.066 0.664 -0.486
O 1.004 -0.603 0.373
H -0.107 0.341 -0.449
H 0.644 0.300 -0.329
O -0.587 -0.674 0.722

Calculated values
Gap between HOMO and LUMO ... 11.0 eV
2S+1 ... 1
Largest force on an atom ... 1.23 eV/A
Net charge ... +1
E_HOMO ... -0.52610 Eh
LUMO ... -3.328 eV